Molecular formula: C42H31AgBrN5O2S3
Method: DFT, ωB97M-V/def2-TZVPD

Results
LUMO (eV): 3.97
Net charge: -2
Gap between HOMO and LUMO (eV): 6.08

The geometry in XYZ format:
```
85
C42H31AgBrN5O2S3, DFT ωB97M-V/def2-TZVPD
H -0.236 -5.677 -1.576
C -0.444 3.291 -0.508
H 0.714 -3.593 -0.698
S -2.259 -4.119 -0.189
H 3.029 0.708 -0.760
C -2.322 -0.794 4.450
H -2.616 -4.160 -6.469
C -2.407 -0.773 3.063
C -4.096 -1.206 1.210
H 0.021 -6.284 -3.947
Br 2.509 -3.677 -3.110
C -0.494 0.121 -2.323
C -1.394 5.488 -0.215
N -3.722 2.076 -1.401
H -3.917 0.753 -2.969
H -1.985 6.318 -0.585
H -3.655 -4.261 -4.837
C 3.443 0.080 5.423
C -0.546 -1.910 -3.590
C -3.952 -0.273 -1.082
O -2.207 -4.910 -6.923
C 2.824 -1.169 -1.794
H 3.409 -1.021 7.259
C -0.835 -5.705 -3.622
C -2.081 -4.601 -1.830
C -2.874 -4.559 -4.143
S 3.433 1.549 3.094
C 3.255 -1.065 6.185
H 2.363 -3.198 3.721
N -0.252 0.270 2.969
C -1.219 -0.248 5.083
H 0.349 -1.858 0.996
H -0.983 6.387 1.692
H 2.703 -3.150 6.185
C -1.767 -5.299 -4.584
H -4.790 -1.951 0.840
C -3.031 -4.232 -2.815
C 2.674 -2.281 4.211
H 0.706 0.674 4.741
H -3.902 -3.672 -2.494
H 0.458 -1.875 -5.491
C -0.896 -1.211 -2.450
S 0.510 2.383 -2.954
H -1.333 -0.162 1.286
C -0.982 -5.363 -2.296
H -3.123 -1.245 5.027
C 2.543 -0.262 -0.781
H -1.129 -0.247 6.162
C -3.887 -0.068 0.293
N -3.711 1.158 0.797
C -3.526 -1.449 2.389
C -0.199 0.269 4.300
C -3.871 0.846 -1.888
H -3.876 -2.338 2.908
C 0.185 -1.299 -4.614
O -0.809 -6.537 -6.385
H -1.633 4.305 -1.990
N 1.681 -0.503 0.204
C -1.187 4.369 -1.003
H -1.455 -1.692 -1.653
H -4.042 -1.273 -1.487
C -0.309 2.126 -1.414
C 0.158 3.280 0.763
H 2.696 -1.160 2.382
C 1.066 -1.683 0.201
C 0.215 0.731 -3.369
C -1.334 -0.211 2.371
H 3.518 -0.922 -2.585
C 3.239 0.081 4.033
C 2.862 -2.258 5.589
H 0.354 4.521 2.508
C -1.552 -5.672 -5.992
H 3.733 1.009 5.900
Ag 1.383 1.717 1.622
C 2.178 -2.392 -1.755
H -0.831 -2.949 -3.684
H 1.123 0.506 -5.315
C -0.835 5.518 1.057
C -3.617 2.154 -0.076
C 2.865 -1.140 3.450
C 1.280 -2.672 -0.747
N -0.762 0.937 -1.230
C 0.566 0.027 -4.518
C -0.080 4.446 1.515
H -3.435 3.141 0.338
```

=====

Molecular formula: C42H32Cl5FeP2
Method: DFT, ωB97M-V/def2-TZVPD

Results
LUMO (spin up / spin down) (eV): -5.99 / -9.89
Net charge: +2
Spin multiplicity: 6
Expectation value of S²: 8.786
Gap between HOMO and LUMO (spin up / spin down) (eV): 7.43 / 3.90

The geometry in XYZ format:
```
82
C42H32Cl5FeP2, DFT ωB97M-V/def2-TZVPD
C -0.850 1.872 4.665
C 3.233 2.149 -1.153
H 0.173 -6.522 -0.418
C -0.258 0.059 -3.206
H 4.821 1.125 -2.403
C -2.563 -2.563 2.401
H -2.502 5.850 -2.859
C -0.413 -5.670 -0.747
C -1.684 -5.857 -1.295
H 1.188 -0.095 -6.298
C -3.671 -2.950 3.209
C -0.639 2.317 2.293
C -4.765 -2.062 3.379
H -2.828 1.865 -1.285
C -0.818 4.153 3.861
H -0.854 5.226 4.035
C -4.742 -0.830 2.687
H 4.340 1.606 2.029
H 1.897 1.437 2.413
C -2.431 -4.745 -1.694
C -0.696 1.397 3.360
C -2.278 2.810 -1.323
H 1.571 -2.813 -2.982
H 1.203 2.069 -1.811
H 5.407 0.897 -1.985
Cl -3.667 -4.445 4.006
C 0.059 0.411 -4.524
H 5.204 2.086 -0.245
C 1.871 2.024 -0.949
C -0.612 -3.268 -1.042
H -0.681 4.393 1.719
H 0.549 4.353 -0.225
H -3.728 3.679 -2.669
Cl -3.610 0.884 0.815
H -0.632 0.325 3.183
C 4.144 -1.673 -0.079
C 0.137 -4.388 -0.658
C -0.892 3.240 4.923
Cl -1.218 -3.643 2.266
H -0.372 1.314 -4.970
C 3.647 1.751 1.197
H -0.941 1.167 5.495
H 3.551 2.343 -2.182
H -0.987 3.619 5.938
P -0.441 1.717 0.563
C 0.921 -0.384 -5.282
C 1.766 -2.021 1.328
H 5.131 -2.132 1.790
C -3.652 -0.527 1.838
C -0.399 4.208 -0.735
C -2.111 5.044 -2.238
C 0.338 -1.075 -2.617
C 4.181 -1.988 1.280
C -2.791 3.830 -2.125
C 2.273 1.661 1.411
H 1.152 -4.263 -0.293
H 3.007 -2.317 3.068
C -2.548 -1.359 1.723
H -0.347 6.157 -1.630
C 1.154 -1.904 -3.409
H 2.914 -1.239 -1.783
Cl -6.027 0.278 2.869
H -2.460 -2.590 -1.940
H -2.090 -6.859 -1.422
C 2.989 -2.133 1.994
Cl -6.076 -2.488 4.384
H -0.959 0.670 -2.635
C -1.893 -3.457 -1.588
C 1.716 -1.759 -0.052
P 0.066 -1.564 -0.874
C 1.374 1.852 0.353
C -0.908 5.229 -1.548
Fe -1.207 -0.355 0.454
H -3.422 -4.878 -2.124
C 2.920 -1.531 -0.732
C -1.101 2.999 -0.573
H 2.089 -2.219 -5.318
H 5.074 -1.512 -0.628
C 1.446 -1.560 -4.732
C 4.128 2.018 -0.086
C -0.707 3.689 2.551
H 0.838 -2.134 1.889
```

=====

Molecular formula: C42H32F6N7O4PdSe
Method: DFT, ωB97M-V/def2-TZVPD

Results
LUMO (eV): -2.95
Net charge: +1
Gap between HOMO and LUMO (eV): 6.14

The geometry in XYZ format:
```
93
C42H32F6N7O4PdSe, DFT ωB97M-V/def2-TZVPD
H 4.229 -3.054 9.970
C -0.947 -4.562 1.098
C 0.580 -3.519 2.618
H -1.667 -5.326 0.844
C -2.833 3.358 -4.402
C -4.476 0.047 -2.926
H -5.166 2.696 -5.560
C 2.205 -2.337 4.058
C -7.028 5.595 -4.050
H -6.651 2.880 -4.644
C -0.359 -4.523 2.336
H 1.556 -6.105 11.728
F -4.294 0.261 -5.262
C 2.643 -6.209 11.699
C -5.988 4.874 -3.176
C 1.839 -1.540 1.813
H 0.230 2.537 -6.705
H 2.911 -7.114 11.149
C -1.540 2.355 -2.626
C -1.643 2.760 -3.965
H -7.299 6.570 -3.653
C 0.747 1.576 -3.050
F -4.585 -0.152 -0.587
O -0.308 1.270 -0.941
N 2.729 -2.409 5.319
O 2.146 -0.115 -2.079
H -1.043 -3.602 -0.848
F -4.748 3.417 -1.323
N -5.073 4.171 -4.065
H -6.991 6.425 -5.977
C 0.585 2.042 -4.309
C 3.628 0.497 2.075
H -1.189 5.107 -5.803
H -5.569 4.597 -6.918
C 2.511 -1.391 3.028
C -5.808 3.430 -5.082
H -7.260 4.192 -6.549
H 3.071 0.886 0.003
C 3.428 -0.336 3.146
H -1.503 2.715 -6.664
C 2.097 1.011 -2.709
C -1.877 -1.058 -2.861
C 2.394 -3.913 7.242
C -6.293 4.448 -6.119
N -6.439 5.778 -5.418
N 2.062 -0.713 0.769
H -2.498 2.283 -0.721
F -5.714 0.560 -2.976
C 3.281 -3.195 8.051
C -3.742 3.192 -2.202
C 3.545 -3.602 9.337
H 1.556 -6.357 9.437
O 3.251 -5.062 11.126
H -6.527 4.217 -2.488
H 3.961 -0.205 4.078
C -2.475 -0.639 -4.047
H 3.026 -6.276 12.712
Pd 0.978 -1.206 -0.908
O 3.092 1.600 -3.102
H 0.692 -4.848 5.235
C -3.748 -0.108 -4.088
F -2.146 -1.217 -0.514
H -0.612 -5.264 3.084
H -7.933 5.007 -4.187
H 4.328 1.319 2.127
C -0.336 1.669 -2.104
H -5.422 5.590 -2.582
C 2.927 -4.744 9.855
H -5.500 6.165 -5.304
H 3.757 -2.312 7.646
C -3.893 3.572 -3.538
N 0.259 -2.639 0.392
C 1.289 -3.343 3.844
C -2.599 2.592 -1.755
N -0.561 2.584 -4.806
C 2.923 0.277 0.886
C 2.044 -5.469 9.063
H 1.416 1.997 -5.001
H -0.386 4.853 -7.359
Se -0.171 -1.902 -2.956
H -2.938 3.696 -5.423
C 2.145 -3.445 5.879
N 1.260 -4.049 5.023
H 0.554 4.859 -5.865
C -0.612 -3.599 0.142
H 1.099 -5.637 7.172
C -2.629 -0.860 -1.707
C -0.579 3.052 -6.191
C -0.395 4.558 -6.310
C 0.867 -2.591 1.606
F -1.828 -0.749 -5.212
C 1.788 -5.046 7.766
C -3.904 -0.319 -1.723
```

=====

Going through the records in order, we get maximum force values of 0.43, 3.34, 0.79 eV/Å.
Going through the records in order, we get total energy values of -162153.628, -159633.042, -147821.388 eV.